98
Properties=species:S:1:pos:R:3:forces:R:3:lowdin_charge:R:1 method="wB97M-V/def2-TZVPD" lumo_energy_ha=-0.143 total_charge=+1 homo_energy_ev=-10.45 homo_lumo_gap_ev=6.57
C -0.634 1.974 1.939 0.6 -0.4 0.4 -0.10
C 0.360 1.662 3.061 -0.1 0.0 -0.4 -0.19
C 1.401 0.567 2.712 0.3 0.9 0.0 -0.19
N 1.370 0.167 1.289 -0.3 -0.3 1.0 -0.03
C 1.712 -1.189 0.963 -0.5 -1.4 -0.4 -0.53
C 3.169 -1.668 1.244 0.5 0.5 0.4 -0.34
C 3.334 -2.506 2.524 0.5 0.1 -0.3 -0.09
C 4.178 -0.501 1.369 0.3 -0.5 -0.3 -0.22
C 5.610 -0.938 0.972 -0.3 0.6 0.4 -0.07
S 0.612 -2.397 1.902 -0.3 0.7 0.2 1.18
C -0.688 -2.102 0.828 0.7 0.1 0.6 -0.51
C -2.048 -2.536 1.283 -0.2 -0.7 0.0 -0.70
Br -2.030 -4.451 0.825 0.0 0.1 0.2 0.86
C -2.336 -2.359 2.774 -0.9 0.1 -0.1 -0.76
C -2.431 -0.897 3.201 0.1 -0.4 0.3 -0.12
Br -4.106 -3.172 3.111 0.2 0.0 -0.1 0.73
N -0.333 -1.564 -0.311 -0.2 0.4 0.5 0.11
C -1.407 -1.193 -1.256 -0.7 0.2 -0.1 -0.49
F -2.107 -2.332 -1.473 -0.1 -0.3 -0.1 0.10
F -0.887 -0.850 -2.425 0.4 0.1 -0.2 0.14
C -2.393 -0.123 -0.765 0.0 0.3 -0.4 -0.13
C -2.132 1.309 -1.214 -0.7 0.2 0.6 -0.21
Si -3.638 2.435 -0.851 -0.3 0.4 0.1 0.61
C -5.178 1.462 -0.377 0.7 0.0 0.0 -0.16
C -3.988 3.534 -2.325 0.1 -0.3 0.1 -0.16
C -3.187 3.557 0.596 0.1 -0.1 0.0 -0.26
C -2.041 4.356 0.469 -0.2 0.2 0.1 -0.13
C -1.609 5.191 1.491 -0.5 -0.1 0.4 -0.08
C -2.337 5.224 2.681 -0.2 -0.2 -0.3 -0.08
C -3.486 4.452 2.820 -0.1 -0.1 0.0 -0.08
C -3.917 3.618 1.792 0.7 0.3 -0.5 -0.09
C 1.158 -1.479 -0.473 1.6 0.4 -0.4 -0.41
C 1.641 -2.847 -1.049 0.0 0.0 -0.4 -0.13
C 0.909 -3.400 -2.258 -0.6 -0.5 0.1 -0.23
C 0.030 -4.464 -2.027 0.1 0.2 -0.2 -0.08
C -0.694 -5.067 -3.052 0.4 0.4 0.3 -0.07
C -0.543 -4.609 -4.351 0.2 0.1 0.4 -0.07
C 0.360 -3.575 -4.602 -0.3 -0.2 0.0 -0.06
C 1.080 -2.977 -3.576 -0.1 -0.2 0.0 -0.06
P 1.836 -0.232 -1.752 -1.2 -0.9 -1.8 1.11
C 1.124 1.459 -1.613 1.1 0.7 0.5 -0.39
C 2.147 2.498 -2.105 -0.1 -0.1 0.1 -0.13
C 3.689 -0.210 -1.767 -0.2 0.7 -0.2 -0.38
C 4.171 -0.108 -3.241 -0.2 0.3 0.6 -0.14
H -0.962 1.058 1.460 -0.3 -0.1 0.0 0.04
H -1.474 2.557 2.299 0.0 0.0 0.0 0.06
H -0.117 2.537 1.166 -0.1 0.2 -0.1 0.06
H 0.899 2.583 3.260 0.1 0.1 0.2 0.10
H -0.153 1.413 3.987 -0.1 -0.1 0.1 0.10
H 1.328 -0.275 3.391 -0.2 -0.3 -0.1 0.09
H 2.368 1.023 2.917 0.3 -0.2 0.1 0.11
H 2.023 0.772 0.811 -0.1 0.0 -0.3 0.09
H 3.547 -2.291 0.443 -0.3 -0.1 -0.3 0.10
H 2.858 -2.054 3.389 -0.2 0.0 0.1 0.07
H 3.054 -3.548 2.397 -0.3 -0.1 0.1 0.08
H 4.397 -2.517 2.755 0.1 -0.1 0.1 0.09
H 4.205 -0.193 2.408 -0.2 0.3 0.1 0.10
H 3.910 0.341 0.740 -0.1 0.2 0.1 0.08
H 5.674 -1.994 0.734 0.1 -0.1 -0.1 0.08
H 6.287 -0.711 1.789 0.2 -0.2 0.1 0.08
H 5.957 -0.343 0.134 0.1 -0.1 -0.3 0.07
H -2.868 -2.120 0.717 0.0 0.0 -0.2 0.08
H -1.662 -2.922 3.401 0.2 -0.1 0.0 0.07
H -2.720 -0.239 2.390 0.1 0.2 -0.1 0.07
H -1.495 -0.603 3.666 0.2 0.3 -0.2 0.07
H -3.199 -0.813 3.959 0.0 0.1 0.2 0.06
H -2.477 -0.122 0.317 0.1 -0.2 0.1 0.08
H -3.355 -0.441 -1.159 -0.1 -0.2 0.0 0.12
H -1.927 1.399 -2.275 0.2 -0.1 -0.1 0.08
H -1.336 1.726 -0.604 0.3 0.1 -0.3 0.03
H -4.909 0.664 0.315 -0.1 -0.1 0.1 0.03
H -5.867 2.128 0.131 -0.2 0.0 0.0 0.03
H -5.667 1.016 -1.237 -0.1 -0.1 -0.1 0.04
H -4.753 4.260 -2.065 -0.1 0.1 0.0 0.04
H -4.355 2.953 -3.169 0.0 -0.1 -0.1 0.03
H -3.100 4.073 -2.646 0.1 0.1 0.0 0.03
H -1.476 4.326 -0.456 0.1 0.0 -0.1 0.10
H -0.733 5.814 1.403 0.1 0.0 -0.2 0.11
H -2.029 5.856 3.499 0.1 0.1 0.1 0.10
H -4.054 4.491 3.738 0.0 0.1 0.1 0.10
H -4.802 3.010 1.891 -0.2 0.0 0.2 0.09
H 2.693 -2.763 -1.306 0.2 0.2 0.0 0.11
H 1.579 -3.619 -0.285 0.0 0.0 0.2 0.11
H -0.099 -4.824 -1.017 0.1 -0.1 0.0 0.04
H -1.360 -5.874 -2.796 -0.2 -0.2 -0.1 0.11
H -1.121 -5.066 -5.138 0.0 0.0 -0.2 0.10
H 0.468 -3.243 -5.623 0.2 0.2 -0.1 0.10
H 1.758 -2.171 -3.793 0.1 0.1 -0.1 0.08
H 0.282 1.508 -2.286 -0.3 -0.3 0.0 0.05
H 0.825 1.766 -0.614 -0.3 -0.2 0.0 0.04
H 2.982 2.588 -1.414 0.1 0.0 0.0 0.07
H 1.679 3.475 -2.168 -0.1 0.1 0.0 0.08
H 2.531 2.254 -3.090 0.1 0.0 -0.1 0.07
H 4.032 0.689 -1.267 0.2 -0.1 0.4 0.05
H 4.122 -1.088 -1.311 0.0 0.0 0.3 0.06
H 3.340 0.138 -3.893 -0.1 -0.2 -0.3 0.05
H 4.664 -1.020 -3.555 -0.1 -0.1 -0.2 0.07
H 4.872 0.716 -3.322 0.2 0.0 -0.1 0.07